(1)
The following is a DFT calculation (the ωB97M-V functional and the def2-TZVPD basis) of a structure of composition C44H88O44Rb2.

```
178
Properties=species:S:1:pos:R:3
Rb -1.905 -2.487 -1.578
Rb -3.894 0.706 2.175
O -1.621 -0.835 0.995
C -0.410 -0.139 0.681
C -0.144 0.728 -0.707
O -0.214 0.122 -2.002
H 0.341 -0.927 0.742
H -0.204 0.474 1.559
H 0.840 1.168 -0.541
H -0.712 1.658 -0.692
C 2.434 -1.308 6.029
O 1.507 -2.185 6.674
C 0.210 -2.377 6.306
O -0.591 -2.920 7.012
O -0.002 -1.813 5.061
C -1.018 -2.314 4.106
H 2.087 -0.276 6.000
H 2.735 -1.496 4.998
H 3.350 -1.295 6.618
H -0.932 -3.375 3.870
H -0.949 -1.775 3.161
H -2.013 -2.084 4.487
C 1.239 4.084 1.719
O -0.103 4.013 2.033
C -0.560 3.017 2.871
O -1.799 2.906 3.136
O 0.429 2.243 3.324
C 0.124 1.180 4.251
H 1.387 5.075 1.290
H 1.610 3.303 1.055
H 1.791 4.031 2.657
H 0.097 1.597 5.258
H 0.903 0.423 4.164
H -0.835 0.679 4.120
C 7.536 2.365 1.419
O 6.586 1.501 0.817
C 5.791 1.911 -0.182
O 5.652 3.065 -0.534
O 5.058 0.806 -0.560
C 4.036 1.004 -1.509
H 7.730 1.979 2.420
H 7.108 3.352 1.598
H 8.424 2.358 0.787
H 3.898 0.108 -2.114
H 4.267 1.843 -2.165
H 3.083 1.171 -1.007
C 6.332 -0.669 -4.608
O 5.010 -0.978 -5.002
C 4.044 -0.067 -4.836
O 4.054 1.173 -4.531
O 2.878 -0.719 -5.227
C 1.618 -0.070 -5.095
H 7.038 -1.227 -5.223
H 6.491 -0.822 -3.541
H 6.430 0.406 -4.758
H 0.815 -0.757 -5.365
H 1.592 0.805 -5.744
H 1.460 0.308 -4.085
C 7.538 -3.705 3.694
O 6.260 -3.116 3.519
C 5.977 -2.213 2.584
O 6.697 -1.809 1.706
O 4.632 -1.657 2.744
C 4.046 -0.777 1.832
H 8.087 -3.839 2.762
H 7.441 -4.706 4.113
H 8.167 -3.099 4.346
H 4.635 0.119 1.636
H 3.082 -0.372 2.138
H 3.833 -1.307 0.904
C -7.553 -1.568 4.239
O -7.762 -2.302 3.015
C -6.939 -2.107 1.988
O -6.219 -1.159 1.749
O -7.177 -3.113 1.162
C -6.471 -3.164 -0.103
H -7.819 -0.514 4.156
H -6.497 -1.649 4.494
H -8.143 -2.134 4.959
H -5.472 -2.727 -0.100
H -7.035 -2.679 -0.900
H -6.396 -4.172 -0.512
C 2.139 -2.695 -2.409
O 1.503 -3.298 -3.526
C 0.484 -4.135 -3.390
O 0.012 -4.580 -2.299
O -0.184 -4.368 -4.574
C 0.582 -4.182 -5.822
H 2.523 -3.403 -1.675
H 1.500 -2.076 -1.779
H 3.024 -2.124 -2.688
H -0.166 -4.374 -6.592
H 1.466 -4.815 -5.884
H 1.046 -3.205 -5.955
C 4.021 5.057 -2.035
O 4.395 6.346 -2.425
C 3.633 7.399 -2.128
O 2.649 7.426 -1.387
O 4.082 8.377 -2.963
C 3.634 9.677 -2.907
H 4.739 4.340 -2.433
H 3.005 4.745 -2.274
H 4.203 5.039 -0.960
H 3.757 10.026 -1.882
H 2.561 9.695 -3.099
H 4.240 10.343 -3.521
C 3.899 -6.433 -0.440
O 3.110 -5.515 0.224
C 3.399 -5.084 1.470
O 4.390 -5.445 2.102
O 2.364 -4.300 1.931
C 1.186 -4.040 1.207
H 3.520 -7.333 0.045
H 4.970 -6.363 -0.248
H 3.646 -6.501 -1.498
H 1.282 -3.682 0.182
H 0.491 -3.365 1.705
H 0.699 -5.015 1.192
C -2.695 -0.777 7.538
O -2.380 0.425 6.869
C -3.175 0.835 5.877
O -3.893 0.178 5.106
O -3.226 2.115 5.877
C -4.190 2.911 5.256
H -2.531 -1.535 6.773
H -3.739 -0.819 7.848
H -2.033 -0.992 8.377
H -5.178 2.596 5.592
H -4.280 2.801 4.175
H -3.909 3.935 5.499
C -2.673 1.005 -3.923
O -3.578 0.509 -4.895
C -4.053 -0.719 -4.846
O -3.812 -1.540 -3.989
O -4.809 -0.934 -5.959
C -5.571 -2.158 -6.060
H -2.532 2.085 -3.906
H -1.677 0.564 -3.973
H -3.133 0.733 -2.974
H -6.210 -2.091 -6.940
H -6.094 -2.318 -5.117
H -4.924 -3.000 -6.306
C -3.565 -3.809 2.430
O -3.934 -5.024 1.817
C -3.816 -5.266 0.558
O -3.407 -4.468 -0.259
O -4.365 -6.462 0.247
C -4.658 -7.540 1.129
H -3.770 -3.928 3.494
H -4.101 -2.934 2.061
H -2.546 -3.562 2.132
H -3.807 -8.100 1.514
H -5.224 -8.294 0.581
H -5.222 -7.314 2.034
C 0.976 3.122 -3.539
O 0.639 4.483 -3.342
C -0.363 5.204 -3.938
O -1.264 4.764 -4.624
O -0.241 6.519 -3.606
C -1.185 7.415 -4.059
H 0.169 2.428 -3.303
H 1.844 2.948 -2.903
H 1.083 2.987 -4.615
H -1.071 7.337 -5.140
H -1.047 8.420 -3.661
H -2.219 7.157 -3.830
C -2.559 3.633 -0.866
O -3.544 3.736 -1.782
C -4.787 3.396 -1.394
O -5.185 2.821 -0.380
O -5.582 3.934 -2.339
C -6.977 3.704 -2.397
H -1.583 3.543 -1.343
H -2.659 2.881 -0.084
H -2.475 4.580 -0.333
H -7.459 4.091 -1.499
H -7.169 2.643 -2.557
H -7.451 4.131 -3.281
```

Computed properties:
* Kohn-Sham gap: 5.73 eV
* LUMO: -0.048 eV
* total charge: 0
* ΔE to the lowest compared entry with this formula, charge and spin: 0.00 kcal/mol
* M: 1492.08 g/mol
* HOMO energy: -5.8 eV
* E: -138449.135 eV

---

(2)
The following is a DFT calculation (the ωB97M-V functional and the def2-TZVPD basis) of a structure of composition C67H74F9N4O7P5RuSSi.

```
169
Properties=species:S:1:pos:R:3
Ru 0.139 -0.248 0.359
C -3.864 -3.373 -1.033
N -4.298 -1.981 -0.949
C -5.644 -1.722 -1.443
P -3.208 -0.767 -0.863
O -1.927 -1.199 -0.240
O -2.983 -0.334 -2.435
P -1.836 0.764 -2.755
O -1.013 0.984 -1.545
N -2.739 2.063 -3.194
C -2.187 3.403 -3.034
C -3.803 1.987 -4.186
N -0.997 0.216 -4.052
C -1.704 -0.327 -5.214
C 0.411 -0.174 -3.947
N -3.972 0.500 -0.139
C -4.596 1.605 -0.861
C -3.413 0.912 1.160
H -4.577 -4.000 -0.494
H -2.890 -3.477 -0.559
H -3.806 -3.729 -2.067
H -6.344 -2.385 -0.933
H -5.727 -1.891 -2.522
H -5.921 -0.695 -1.217
H -1.453 3.400 -2.229
H -2.993 4.092 -2.771
H -1.711 3.766 -3.950
H -4.171 0.966 -4.274
H -3.474 2.338 -5.169
H -4.631 2.625 -3.863
H -2.380 0.412 -5.640
H -2.272 -1.227 -4.966
H -0.976 -0.583 -5.981
H 0.782 0.053 -2.948
H 0.998 0.383 -4.682
H 0.535 -1.235 -4.143
H -4.907 1.290 -1.853
H -3.911 2.451 -0.964
H -5.475 1.929 -0.300
H -3.311 0.047 1.807
H -4.105 1.613 1.627
H -2.430 1.377 1.058
O -0.020 1.956 1.202
P 0.666 3.280 1.127
C 2.399 3.093 0.594
P 2.558 2.244 -0.995
O 1.708 1.016 -1.054
C 4.319 1.951 -1.263
C 4.700 1.644 -2.573
C 6.036 1.461 -2.888
C 7.002 1.583 -1.894
C 6.629 1.868 -0.590
C 5.289 2.055 -0.272
C 2.212 3.426 -2.312
C 3.038 4.538 -2.490
C 2.854 5.364 -3.584
C 1.876 5.060 -4.528
C 1.077 3.939 -4.368
C 1.232 3.129 -3.249
C 0.835 4.048 2.745
C 0.526 5.382 2.996
C 0.698 5.895 4.275
C 1.188 5.085 5.290
C 1.487 3.750 5.042
C 1.305 3.228 3.773
C -0.266 4.472 0.155
C -1.646 4.402 0.366
C -2.487 5.343 -0.207
C -1.952 6.348 -1.006
C -0.583 6.415 -1.222
C 0.266 5.490 -0.629
H 2.795 2.392 1.338
H 2.951 4.033 0.634
H 3.938 1.554 -3.341
H 6.327 1.225 -3.903
H 8.049 1.455 -2.139
H 7.382 1.949 0.183
H 5.010 2.291 0.747
H 3.824 4.750 -1.773
H 3.482 6.235 -3.721
H 1.745 5.700 -5.391
H 0.341 3.690 -5.122
H 0.606 2.262 -3.090
H 0.144 6.015 2.204
H 0.442 6.926 4.481
H 1.329 5.494 6.282
H 1.851 3.117 5.841
H 1.505 2.184 3.562
H -2.043 3.612 0.993
H -3.554 5.306 -0.024
H -2.604 7.083 -1.460
H -0.173 7.207 -1.837
H 1.334 5.559 -0.785
C -7.892 -0.979 7.345
C -6.510 -1.019 6.754
O -5.859 -0.069 6.424
S -5.935 -2.717 6.536
C -4.484 -2.436 5.558
C -4.457 -2.901 4.248
C -3.420 -2.523 3.410
C -2.405 -1.682 3.879
C -2.390 -1.311 5.223
C -3.430 -1.683 6.060
C -1.454 -1.167 2.938
C -0.750 -0.704 2.079
H -7.958 -0.177 8.078
H -8.158 -1.932 7.800
H -8.598 -0.770 6.540
H -5.258 -3.534 3.888
H -3.397 -2.848 2.375
H -1.571 -0.714 5.602
H -3.430 -1.382 7.099
F -1.098 -8.350 1.545
C -0.536 -7.465 2.391
F 0.547 -8.068 2.915
F -1.403 -7.267 3.393
C -0.166 -6.191 1.686
C -0.718 -4.982 2.058
C -0.342 -3.821 1.388
C 0.581 -3.873 0.356
C 1.116 -5.107 -0.028
C 0.749 -6.258 0.638
P 1.045 -2.347 -0.544
C 2.861 -2.383 -0.508
C 3.572 -3.174 0.383
C 4.958 -3.135 0.405
C 5.630 -2.291 -0.460
C 4.931 -1.480 -1.342
C 3.550 -1.523 -1.364
C 7.126 -2.177 -0.400
F 7.669 -1.986 -1.616
F 7.502 -1.120 0.354
F 7.707 -3.258 0.135
C 0.651 -2.979 -2.216
C 1.605 -3.408 -3.133
C 1.209 -3.862 -4.384
C -0.136 -3.892 -4.716
C -1.097 -3.491 -3.798
C -0.700 -3.038 -2.553
C -0.549 -4.286 -6.105
F -1.788 -4.797 -6.142
F -0.551 -3.210 -6.927
F 0.281 -5.183 -6.651
H -1.439 -4.937 2.864
H -0.762 -2.867 1.667
H 1.823 -5.168 -0.847
H 1.166 -7.215 0.349
H 3.050 -3.821 1.073
H 5.511 -3.756 1.097
H 5.471 -0.817 -2.001
H 2.999 -0.878 -2.038
H 2.656 -3.382 -2.881
H 1.950 -4.192 -5.101
H -2.147 -3.534 -4.057
H -1.428 -2.698 -1.833
C 3.372 -2.227 3.423
Si 2.547 -0.571 2.991
C 3.925 0.705 3.313
C 1.291 -0.464 4.406
O 1.963 -0.443 1.485
H 3.652 -2.206 4.479
H 4.274 -2.376 2.825
H 2.689 -3.067 3.263
H 4.840 0.204 3.636
H 3.642 1.413 4.097
H 4.166 1.271 2.410
H 1.805 -0.366 5.367
H 0.683 -1.368 4.424
H 0.614 0.385 4.277
```

Computed properties:
* Kohn-Sham gap (spin up / spin down): 7.12 / 7.30 eV
* LUMO (spin up / spin down): -2.673 / -2.451 eV
* total charge: +1
* ⟨S²⟩: 0.76
* spin multiplicity: 2
* M: 1534.42 g/mol
* HOMO energy (spin up / spin down): -9.8 / -9.8 eV
* E: -183174.874 eV

---

(3)
The following is a DFT calculation (the ωB97M-V functional and the def2-TZVPD basis) of a cluster of 9 separate species, C7H29NO8 in total.

```
45
Properties=species:S:1:pos:R:3
C -2.203 1.096 -0.568
C -1.040 1.260 0.047
C -0.299 0.132 0.623
C -0.858 -0.973 1.117
C 1.202 0.242 0.593
C 1.684 0.722 -0.843
C 1.075 -0.266 -1.852
N 1.597 -1.625 -1.821
H -2.593 0.156 -0.961
H -2.892 1.797 -1.004
H -0.707 2.276 0.199
H -0.237 -1.673 1.646
H -1.937 -1.083 1.170
H 1.613 -0.732 0.870
H 1.586 1.037 1.259
H 2.760 0.537 -0.813
H 1.486 1.771 -1.005
H -0.008 -0.346 -1.846
H 1.166 0.147 -2.914
H 1.308 -2.046 -0.948
H 2.594 -1.698 -1.975
O -1.523 -4.658 -2.024
H -2.007 -3.958 -1.588
H -1.213 -4.266 -2.840
O -1.819 3.847 -2.147
H -1.334 4.434 -2.753
H -2.407 3.592 -2.873
O -1.151 4.431 0.893
H -1.822 4.827 1.467
H -1.499 4.602 0.006
O 0.754 3.899 -3.189
H 0.461 3.116 -2.707
H 1.616 3.696 -3.577
O -2.009 -3.784 0.652
H -2.728 -4.413 0.491
H -2.426 -3.075 1.141
O 0.661 -3.769 1.874
H -0.272 -3.832 1.633
H 1.125 -4.470 1.393
O 1.534 1.865 3.724
H 1.587 1.446 2.864
H 0.947 2.630 3.680
O 2.616 -2.087 2.918
H 2.273 -2.034 3.818
H 1.804 -2.405 2.480
```

Computed properties:
* Kohn-Sham gap: 9.17 eV
* LUMO: 0.239 eV
* total charge: 0
* ΔE to the lowest compared entry with this formula, charge and spin: 65.02 kcal/mol
* M: 255.31 g/mol
* structure (SMILES): C=CC(=C)CCCN.O.O.O.O.O.O.O.O
* HOMO energy: -8.9 eV
* E: -25597.794 eV

---

(4)
The following is a DFT calculation (the ωB97M-V functional and the def2-TZVPD basis) of a structure of composition C16H17CoN4OS.

```
40
Properties=species:S:1:pos:R:3
Co -1.351 0.381 -0.488
N -2.023 1.865 3.397
C -1.593 1.419 2.213
S -2.744 1.391 0.894
N -0.340 1.043 2.122
N -0.035 0.606 0.877
C 1.150 0.161 0.618
C 2.256 0.090 1.592
C 2.882 -1.131 1.833
C 3.926 -1.208 2.742
C 4.356 -0.065 3.400
C 3.737 1.154 3.156
C 2.683 1.233 2.262
C 1.325 -0.271 -0.785
C 2.540 -0.630 -1.343
C 2.590 -0.939 -2.694
C 1.436 -0.871 -3.455
C 0.257 -0.502 -2.831
N 0.201 -0.220 -1.532
H -2.971 2.169 3.518
H -1.380 1.907 4.170
H 2.542 -2.025 1.324
H 4.400 -2.160 2.938
H 5.175 -0.124 4.105
H 4.074 2.044 3.670
H 2.189 2.178 2.083
H 3.427 -0.646 -0.728
H 3.531 -1.218 -3.150
H 1.440 -1.095 -4.511
H -0.676 -0.438 -3.376
C -4.561 -1.650 -2.433
C -3.760 -0.476 -1.978
C -4.331 0.891 -2.102
O -2.644 -0.676 -1.493
H -5.600 -1.391 -2.616
H -4.486 -2.453 -1.700
H -4.123 -2.017 -3.365
H -4.887 0.997 -3.033
H -3.565 1.659 -2.015
H -5.048 1.016 -1.284
```

Computed properties:
* Kohn-Sham gap (spin up / spin down): 7.41 / 7.42 eV
* LUMO (spin up / spin down): -3.665 / -3.651 eV
* total charge: +1
* ⟨S²⟩: 0.76
* spin multiplicity: 2
* M: 372.34 g/mol
* HOMO energy (spin up / spin down): -11.1 / -11.1 eV
* E: -73333.600 eV

---

(5)
The following is a DFT calculation (the ωB97M-V functional and the def2-TZVPD basis) of a structure of composition C22H19Co2O8Si.

```
52
Properties=species:S:1:pos:R:3
C 5.211 -1.043 -4.412
Si 3.819 -0.950 -3.184
C 3.756 -2.475 -2.131
C 3.696 0.667 -2.289
O 2.382 -1.028 -4.180
C 1.204 -1.085 -3.633
C 0.134 -1.975 -3.782
C -0.929 -1.392 -3.069
C -0.467 -0.283 -2.422
O 0.857 -0.123 -2.761
H 6.169 -1.025 -3.873
H 5.168 -1.972 -4.997
H 5.196 -0.197 -5.112
H 4.682 -2.558 -1.548
H 2.921 -2.460 -1.422
H 3.668 -3.376 -2.753
H 4.636 0.827 -1.745
H 3.549 1.498 -2.991
H 2.884 0.707 -1.553
H 0.163 -2.849 -4.412
H -1.907 -1.851 -2.990
H -0.943 0.507 -1.855
O -0.778 -2.512 2.807
C -0.687 -1.568 2.146
Co -0.641 -0.165 1.127
C 1.073 -0.413 0.669
O 2.162 -0.684 0.401
C -1.825 -0.648 -0.047
O -2.706 -1.021 -0.710
C -1.664 1.083 2.226
C -2.867 0.611 2.887
C -4.003 0.247 2.145
C -5.019 -0.486 2.751
C -5.017 -0.664 4.139
C -3.940 -0.197 4.903
C -2.878 0.470 4.288
C -0.572 1.841 2.733
C 0.321 1.853 3.731
Co -1.125 2.450 1.190
C -2.256 2.461 -0.188
O -2.902 2.539 -1.136
C 0.486 2.442 0.434
O 1.509 2.656 -0.075
C -1.157 4.159 1.686
O -1.077 5.265 2.003
H -4.046 0.518 1.088
H -5.811 -0.903 2.126
H -5.853 -1.171 4.618
H -3.908 -0.352 5.985
H -2.039 0.861 4.872
H 0.989 2.718 3.828
H 0.380 1.049 4.485
```

Computed properties:
* Kohn-Sham gap: 6.42 eV
* LUMO: 2.568 eV
* total charge: -1
* ΔE to the lowest compared entry with this formula, charge and spin: 0.00 kcal/mol
* M: 557.34 g/mol
* HOMO energy: -3.9 eV
* E: -122633.903 eV

---

no.,F_max (eV Å⁻¹)
1,5.31
2,2.88
3,2.88
4,0.65
5,4.83